Here is a molecular structure, C24H23NO7P4Pd in a non-equilibrium geometry from the OMol25 dataset. Energies are from ωB97M-V with the def2-TZVPD basis set.

```
60
Properties=species:S:1:pos:R:3
Pd 8.82560 10.77764 9.76198
N 11.03480 9.12232 7.98389
P 9.51718 9.07939 8.80552
C 8.73206 8.13925 7.43277
C 7.38240 8.42464 7.18962
C 6.71092 7.88582 6.05995
C 7.38568 6.95322 5.27617
C 8.68210 6.62517 5.57762
C 9.35913 7.23837 6.59208
C 9.61138 7.58021 10.01473
C 9.83996 6.25318 9.68574
C 9.92060 5.26481 10.62725
C 9.73607 5.55143 11.96994
C 9.42784 6.82349 12.35270
C 9.39462 7.81604 11.40389
P 12.13667 10.30844 8.44288
C 13.67246 9.51119 8.10130
C 14.87536 10.01533 8.50046
C 16.07254 9.71290 7.91917
C 16.15569 8.69394 6.96560
C 14.93211 8.05998 6.55181
C 13.75040 8.47949 7.06943
C 12.05920 11.48423 7.07944
C 10.93949 12.31905 7.18848
C 10.82522 13.39046 6.29305
C 11.78683 13.49900 5.28746
C 12.84932 12.63922 5.14882
C 12.89917 11.49328 6.01144
H 11.08070 8.76645 7.06839
H 6.87463 9.17537 7.77783
H 5.64598 8.12846 5.81174
H 6.82796 6.44141 4.43243
H 9.12407 5.80437 5.01045
H 10.35889 6.89904 6.80460
H 10.01563 5.96165 8.66643
H 10.15438 4.26421 10.23051
H 9.66495 4.72156 12.68602
H 9.22967 7.01140 13.41650
H 8.88851 8.71956 11.62575
H 14.82764 10.78480 9.28421
H 16.93345 10.05102 8.45746
H 17.11008 8.28021 6.59879
H 14.97857 7.20390 5.88853
H 12.82208 7.91037 6.83339
H 10.18339 12.22071 7.96578
H 9.93887 14.03882 6.46244
H 11.64441 14.16989 4.49022
H 13.52918 12.74236 4.36670
H 13.91024 11.03817 6.03135
O 9.57165 14.69396 10.31499
P 8.14825 13.92685 10.10383
O 8.33666 12.50328 10.70295
O 7.61007 13.93568 8.73956
O 7.29268 14.85537 11.22029
P 6.98366 16.49259 11.16843
O 6.09385 16.54192 9.76881
O 6.03696 16.87363 12.24144
O 8.37486 17.09720 10.91578
H 9.44864 15.69568 10.45484
H 6.61979 16.01266 9.17938
```

Molecular weight (g mol⁻¹): 667.76
Charge: -2
Orbital gap (eV): 5.9

These are the Löwdin partial charges, in e, on atoms 1 to 2: atom 1 (Pd): 0.346, atom 2 (N): -0.405